# 1
91
Properties=species:S:1:pos:R:3:forces:R:3 method="wB97M-V/def2-TZVPD" spin_multiplicity=1 homo_ev=-9.70 orbital_gap_ev=4.07 max_force_ev_per_a=3.0 charge=+1 e_above_lowest_ev=0.000
O -6.1912 2.8357 -3.0456 -1.213 -0.196 -1.444
C -6.9476 2.2366 -4.1798 0.198 -0.512 0.036
C -7.7846 3.4743 -4.4433 0.612 -0.128 0.669
H -7.5264 1.3679 -3.8356 0.324 0.106 -0.138
H -6.3170 1.9841 -5.0428 0.075 -0.164 0.458
C -6.9988 4.0275 -3.2283 -0.958 1.319 -0.167
H -8.8547 3.3384 -4.2856 0.117 0.201 -0.193
H -7.5226 3.9831 -5.3772 -0.397 -0.145 0.197
C -7.8960 4.3562 -2.0454 0.265 0.109 0.063
H -8.4879 3.4960 -1.7236 0.090 0.048 -0.038
H -8.5761 5.1621 -2.3547 0.105 -0.208 0.150
H -7.2933 4.7255 -1.2070 -0.161 -0.142 -0.026
C -6.1981 5.2467 -3.6296 0.143 0.194 0.212
H -5.5254 5.0261 -4.4639 -0.040 0.017 0.119
H -5.6257 5.6343 -2.7804 0.066 -0.008 -0.157
H -6.9073 6.0246 -3.9507 0.274 -0.152 0.081
Pb -1.0408 0.2245 -0.4206 0.699 1.830 0.506
C 1.7364 1.1682 -0.9456 -0.546 -0.103 -0.620
C 1.7138 0.0820 -1.8750 -0.549 0.363 -0.025
C 0.8037 0.4121 -2.9183 0.024 0.196 0.409
H 2.3326 -0.8078 -1.8224 -0.110 0.092 -0.058
C 0.2778 1.7097 -2.6548 0.189 -0.538 0.475
C 0.8407 2.1688 -1.4193 0.305 -0.672 -0.022
H 0.6905 3.1448 -0.9707 -0.051 -0.211 -0.103
H 2.3922 1.2372 -0.0873 -0.197 0.021 0.012
H 0.6078 -0.1810 -3.8046 0.010 0.070 0.162
H -0.3396 2.3114 -3.3182 0.075 -0.264 0.201
C 0.0472 0.9035 2.4185 -0.132 0.411 -0.563
C 0.0431 2.1210 1.6840 -0.325 -0.235 0.571
C -1.3057 2.4500 1.3737 0.347 -0.467 -0.083
H 0.9188 2.7373 1.4818 -0.325 -0.205 -0.023
C -2.1404 1.4059 1.8919 0.216 -0.502 -0.094
C -1.2933 0.4429 2.5201 -0.217 0.125 -0.237
H -1.6049 -0.4636 3.0419 -0.016 0.377 -0.161
H 0.9213 0.4471 2.8837 -0.313 0.032 -0.317
H -1.6488 3.3802 0.9220 0.085 -0.350 0.041
H -3.2324 1.4046 1.8889 0.437 -0.061 -0.061
O -3.6754 0.8346 -1.4714 0.565 -0.460 -0.563
C -3.3947 2.0976 -2.1407 -0.287 0.486 0.081
C -3.4243 1.8309 -3.6506 0.624 -0.496 0.176
H -2.4223 2.5190 -1.7997 -0.455 -0.421 -0.126
H -4.1923 2.8018 -1.8548 0.337 -0.345 -0.089
C -4.2597 0.5408 -3.7649 -0.628 0.606 0.652
H -2.4036 1.6437 -4.0175 -0.223 0.024 0.063
H -3.8176 2.6937 -4.1855 -0.177 -0.161 -0.030
C -3.9219 -0.1971 -2.4768 0.551 0.058 0.034
H -4.0996 -0.0516 -4.6647 0.122 0.060 0.054
H -5.3130 0.8191 -3.6924 0.303 -0.264 -0.188
H -2.9933 -0.7820 -2.6458 -0.250 0.075 0.263
H -4.7111 -0.8752 -2.1080 0.340 0.421 -0.111
C 1.0559 -3.7121 4.2468 -0.032 0.116 0.017
Si 2.2669 -4.0494 2.8378 -1.026 -2.238 1.652
C 3.9124 -4.5196 3.7019 0.389 0.525 -0.342
C 1.7396 -5.6595 2.0024 0.013 0.130 -0.267
Si 3.3179 -2.1522 1.7924 0.335 1.086 -0.872
Te 1.0406 -2.4320 0.9737 1.061 0.563 -0.053
Si 4.1056 -0.5489 3.3479 -0.123 0.363 0.841
C 5.7944 -1.1042 3.9844 -0.004 -0.117 -0.191
C 4.2716 1.1032 2.4680 -0.018 -0.064 -0.245
C 2.9237 -0.4043 4.7983 0.006 0.064 0.030
Si 5.0921 -2.6734 0.3429 0.423 -0.505 -0.668
C 6.5942 -3.4171 1.2138 -0.090 0.075 0.095
C 4.4727 -3.8888 -0.9492 0.000 0.076 0.061
C 5.5892 -1.0554 -0.4879 -0.139 0.062 0.156
H 0.6849 -4.6906 4.5938 0.126 0.288 -0.066
H 0.1927 -3.1062 3.9416 0.245 -0.170 0.166
H 1.5525 -3.2211 5.0953 -0.199 -0.143 -0.205
H 3.6923 -5.4050 4.3138 -0.240 0.151 -0.178
H 4.7050 -4.7838 2.9957 -0.137 0.030 0.145
H 4.2793 -3.7303 4.3645 -0.058 -0.127 -0.083
H 0.8516 -5.5291 1.3745 0.168 -0.160 0.115
H 2.5439 -6.0820 1.3855 -0.201 0.107 0.080
H 1.4992 -6.3799 2.7993 0.114 0.205 -0.171
H 6.5679 -1.0335 3.2098 -0.140 -0.003 0.174
H 6.0893 -0.4380 4.8091 -0.133 -0.109 -0.210
H 5.7915 -2.1303 4.3728 0.038 0.226 -0.073
H 3.3238 1.4251 2.0182 0.156 -0.049 0.116
H 4.5687 1.8638 3.2056 -0.067 -0.214 -0.115
H 5.0367 1.0824 1.6812 -0.174 0.021 0.154
H 2.1836 0.3846 4.6288 0.078 -0.127 0.056
H 2.3859 -1.3326 5.0074 0.086 0.159 0.004
H 3.4987 -0.1382 5.6936 -0.112 -0.013 -0.099
H 6.3567 -4.3531 1.7355 0.111 0.203 -0.154
H 7.3437 -3.6478 0.4402 -0.204 0.065 0.180
H 7.0554 -2.7281 1.9324 -0.094 -0.205 -0.178
H 3.4417 -3.6670 -1.2484 0.167 -0.056 -0.038
H 5.1204 -3.8139 -1.8339 -0.175 -0.100 0.149
H 4.5107 -4.9202 -0.5771 -0.024 0.166 -0.089
H 4.7182 -0.4795 -0.8291 0.211 -0.078 0.005
H 6.1867 -0.4206 0.1801 -0.122 -0.118 -0.171
H 6.2035 -1.3047 -1.3665 -0.143 0.083 0.224



# 2
92
Properties=species:S:1:pos:R:3:forces:R:3 method="wB97M-V/def2-TZVPD" s_squared=0.754 spin_multiplicity=2 homo_ev="-7.78 / -8.00" orbital_gap_ev="8.03 / 8.25" max_force_ev_per_a=2.3 e_above_lowest_ev=1.235
Ti -0.2947 -0.8134 0.5015 0.022 0.082 0.089
C 0.9899 1.5414 -2.4698 0.810 -0.620 -0.428
As 1.4135 0.6707 -0.8026 0.474 0.672 -0.744
C 3.1488 0.0145 -1.3831 0.296 -1.200 -0.125
C 2.1398 2.0113 0.4231 -2.047 -0.455 0.134
C 2.1068 3.5117 0.3940 0.767 0.821 -1.018
C 2.8728 4.0017 -0.8409 -0.133 0.244 -0.533
C 0.7288 4.1414 0.4096 -0.217 0.955 0.646
As -0.2886 4.5738 -1.2440 -0.176 0.298 -0.213
C -0.0188 6.5395 -1.3793 -0.019 0.012 -0.706
C -2.0319 4.6677 -0.3471 0.003 0.368 -0.300
C 2.9890 3.8854 1.5953 0.031 0.471 0.763
As 2.5116 3.6030 3.5131 0.366 0.322 0.089
C 0.8027 2.7327 3.5167 0.108 -0.363 0.691
C 1.7552 5.3672 3.9049 0.638 -0.007 -0.364
H 1.7831 2.2400 -2.7442 -0.466 0.276 0.307
H -0.0108 1.8862 -2.5462 -0.599 0.711 0.109
H 1.0968 0.7772 -3.2198 -0.081 -0.691 -0.322
H 3.8541 0.7931 -1.6968 -0.380 0.055 0.147
H 3.0450 -0.7229 -2.2163 0.030 0.525 0.734
H 3.5429 -0.5049 -0.4936 0.161 0.082 -0.513
H 3.1432 1.7460 0.4538 1.878 -0.726 0.152
H 1.6850 1.6855 1.3423 0.009 -0.073 0.595
H 2.2469 3.8710 -1.7318 0.439 -0.416 0.005
H 3.8428 3.4892 -0.9162 -0.263 0.149 -0.248
H 3.0482 5.0812 -0.8574 0.139 0.006 0.501
H 0.8507 5.1289 0.9006 -0.382 -0.501 0.105
H 0.0579 3.5031 0.9850 -0.117 0.280 0.124
H -0.3860 7.0398 -0.4712 0.514 -0.098 -0.169
H -0.6408 6.9315 -2.2325 0.677 -0.511 0.720
H 1.0590 6.7142 -1.6127 -0.876 0.182 0.366
H -2.0756 5.3642 0.5013 0.082 0.011 -0.373
H -2.2070 3.6838 0.0363 -0.332 -0.698 0.208
H -2.7991 4.8874 -1.1076 0.244 0.038 0.433
H 3.2957 4.9474 1.6076 -0.162 -0.331 -0.353
H 3.8997 3.2884 1.5141 0.137 0.239 -0.113
H 0.9285 1.7261 3.1777 -0.219 -0.556 -0.159
H 0.0382 3.2461 2.9609 -0.298 0.164 -0.058
H 0.5549 2.6671 4.5809 -0.263 0.064 -0.171
H 2.3772 6.0911 3.3889 -0.239 0.305 -0.289
H 1.8548 5.6105 4.9380 0.039 -0.048 0.915
H 0.7107 5.4161 3.6458 -0.285 0.208 -0.367
C -1.7578 -1.0668 -3.0949 2.053 0.559 0.542
Ge -2.5781 0.1711 -1.8247 -0.982 0.520 -0.968
C -4.3668 -0.5771 -1.4095 -0.025 -0.015 0.285
C -2.8559 1.9252 -2.7505 -0.181 -0.209 -0.378
C -1.5837 0.3006 -0.2310 1.034 -0.057 1.065
H -1.3906 -1.9180 -2.5395 0.017 -0.457 0.242
H -0.8348 -0.6789 -3.5985 -0.861 0.001 0.303
H -2.4201 -1.4293 -3.8300 -0.942 -0.263 -0.908
H -4.8662 -1.0168 -2.2729 0.164 -0.117 -0.090
H -5.0316 0.1994 -1.0486 -0.074 0.370 0.066
H -4.3328 -1.3132 -0.5927 0.228 0.192 -0.450
H -3.1606 1.7093 -3.7976 0.272 0.150 0.526
H -2.0385 2.6744 -2.7602 -0.337 -0.630 0.075
H -3.7237 2.3806 -2.2738 -0.023 0.174 0.052
H -1.5529 1.1889 0.4568 -0.338 -0.479 -0.488
Cl -1.6331 -3.8087 4.0453 -0.259 0.372 0.232
C -0.3562 -4.8687 3.7550 -0.210 0.768 0.666
Cl -0.0415 -0.6110 2.7351 0.017 0.030 -0.094
H 0.5132 -4.7668 4.3717 0.210 -0.125 -0.017
H -0.5538 -5.5395 2.9781 0.246 -0.924 -0.815
C 2.7431 -2.7454 1.1918 0.066 0.674 -1.337
C 2.3847 -3.8869 0.2236 -0.259 0.492 0.394
C 2.6300 -3.5449 -1.2389 -0.115 1.375 -0.052
C 1.0262 -4.5188 0.3776 0.174 -1.060 -0.005
C 0.9207 -5.8846 0.6549 0.694 -0.243 0.133
C -0.2880 -6.5602 0.7034 0.103 0.562 0.071
C -1.4337 -5.8478 0.3709 0.613 -0.331 0.085
C -1.3908 -4.5080 0.0076 0.013 0.497 0.461
C -2.6466 -3.7490 -0.4142 0.954 0.835 -0.062
C -3.2769 -4.4834 -1.5941 0.459 -0.558 0.751
C -3.6718 -3.6059 0.7204 -1.694 -0.644 -1.431
C -0.1417 -3.8505 0.0888 -0.910 0.716 -0.237
O -0.0605 -2.5046 -0.1441 -0.648 -0.106 -0.185
H 3.8221 -2.5220 1.0076 -0.736 0.005 0.495
H 2.5316 -2.9554 2.2272 0.133 -0.309 0.352
H 2.1558 -1.8480 0.9452 0.337 -0.095 0.087
H 3.1049 -4.6251 0.4792 0.562 -1.080 0.154
H 1.8517 -2.8696 -1.6435 0.206 -0.405 0.232
H 2.6591 -4.4336 -1.8394 0.018 -0.458 -0.344
H 3.5709 -2.9935 -1.3517 0.048 -0.264 -0.009
H 1.8549 -6.4142 0.8269 -0.119 -0.061 0.130
H -0.3876 -7.5908 1.0462 0.271 0.220 -0.288
H -2.3167 -6.4457 0.4217 -0.912 0.216 -0.200
H -2.3067 -2.7350 -0.7255 -0.343 -0.664 0.133
H -3.6112 -5.4432 -1.1878 0.283 -0.266 -0.503
H -2.6576 -4.5808 -2.4901 0.172 -0.174 0.378
H -4.1668 -4.0138 -1.8819 -1.417 1.009 -0.530
H -4.0487 -4.6361 0.8908 -0.044 0.545 0.248
H -4.5639 -2.9817 0.3792 1.112 -0.881 0.399
H -3.3416 -3.2120 1.6527 0.657 0.348 0.567



Ordered molecular weight results: 870.890; 824.904; unit g/mol.